No. 1
2 unconnected molecules or ions with the total composition C6H16N. Source: the OMol25 dataset; level of theory: ωB97M-V/def2-TZVPD.

Each line ends with the natural charge from an NBO analysis.
Positions of all 23 atoms, in Å:
C 0.4224 1.5620 -0.1909  -0.608
C 0.7211 0.2807 0.5963  -0.407
C 1.2632 0.5450 2.0037  -0.393
C 1.8823 -0.6962 2.6252  -0.608
H -0.5402 1.9862 0.0999  0.216
H 0.3912 1.3968 -1.2726  0.165
H 1.1770 2.3165 0.0219  0.241
H 1.4626 -0.3415 0.0827  0.189
H -0.2068 -0.2968 0.7176  0.166
H 0.4459 0.9307 2.6171  0.209
H 2.0077 1.3418 1.9483  0.208
H 1.1389 -1.4882 2.7539  0.201
H 2.2302 -0.5100 3.6404  0.232
H 2.7041 -1.0595 2.0092  0.205
C -2.1616 -0.9714 -2.0404  -0.085
C -2.6893 0.2330 -2.0278  -0.318
N -0.7088 -1.1766 -1.8444  -0.698
H -2.7004 -1.8772 -2.2757  0.241
H -3.6564 0.4175 -2.4762  0.255
H -2.1820 1.1095 -1.6405  0.226
H -0.1771 -0.3318 -2.0641  0.455
H -0.4807 -1.4262 -0.8726  0.458
H -0.3433 -1.9444 -2.4110  0.451

## Properties
**LUMO energy**: -3.6 eV
**Net charge**: +1
**Frontier orbital gap**: 0.40699 Eh
**HOMO level**: -14.72 eV

No. 2
2 unconnected molecules or ions with the total composition C6H16N. Source: the OMol25 dataset; level of theory: ωB97M-V/def2-TZVPD.

Each line ends with the natural charge from an NBO analysis.
Positions of all 23 atoms, in Å:
C 1.4153 0.3165 -2.5021  -0.604
C 0.4041 0.3316 -1.3644  -0.262
C 0.2772 -0.5355 -0.2209  0.032
C 0.7521 1.3005 -0.2153  -0.469
C -0.3944 1.9040 0.6996  -0.392
C -0.7605 0.9005 1.8138  -0.614
N -1.4260 -3.3745 1.3616  -1.119
H 2.4149 0.0176 -2.1784  0.233
H 1.4849 1.3463 -3.0814  0.252
H 1.1273 -0.4790 -3.1700  0.251
H -0.6158 0.6241 -1.7947  0.251
H 1.2330 -1.0061 0.0511  0.229
H -0.5107 -1.2966 -0.1813  0.311
H 1.6036 1.0077 0.4258  0.269
H 1.1205 2.1385 -0.8368  0.352
H -1.1202 2.4307 0.0661  0.238
H 0.2720 2.7061 1.1487  0.229
H -0.9686 1.3738 2.7364  0.252
H -1.5912 0.3052 1.4872  0.225
H 0.1228 0.2176 1.9691  0.203
H -0.6527 -3.9546 1.7364  0.378
H -1.9603 -3.9240 0.6815  0.373
H -2.1397 -3.1924 2.1450  0.380

## Properties
**LUMO energy**: -6.1 eV
**Net charge**: +1
**Frontier orbital gap**: 0.27457 Eh
**HOMO level**: -13.55 eV

No. 3
A molecular structure, C6H16N2. Source: the OMol25 dataset; level of theory: ωB97M-V/def2-TZVPD.

Each line ends with the Mulliken charge.
Positions of all 24 atoms, in Å:
C -3.2856 -1.3212 -0.2114  -1.216
C -2.5306 -0.0662 -0.6481  -0.573
N -1.1895 0.0019 -0.0591  0.013
C -1.2902 0.2592 1.3922  -1.053
C -0.4199 1.0255 -0.7175  -0.727
C 1.0500 1.0619 -0.3386  -0.075
N 1.5555 0.5612 0.7437  -0.690
C 4.7642 -0.4817 0.1030  -0.657
H -3.8100 -1.1878 0.7309  0.321
H -3.9860 -1.5937 -0.9969  0.366
H -2.5758 -2.1341 -0.0875  0.327
H -2.4662 -0.0057 -1.7372  0.465
H -3.0982 0.8361 -0.3539  0.376
H -2.3174 0.3197 1.7072  0.455
H -0.7435 -0.4576 1.9988  0.273
H -0.8152 1.2187 1.6369  0.330
H -0.4322 0.7495 -1.7830  0.423
H -0.7974 2.0618 -0.6578  0.329
H 1.5018 -0.2620 -0.0233  0.174
H 1.7027 1.3438 -1.1976  0.405
H 5.1112 -0.2725 -0.9047  0.233
H 3.6929 -0.4717 0.2349  -0.013
H 5.2439 0.2648 0.7321  0.235
H 5.1354 -1.4500 0.4370  0.281

## Properties
**LUMO energy**: 0.7 eV
**Net charge**: 0
**Frontier orbital gap**: 0.31829 Eh
**HOMO level**: -7.94 eV

No. 4
C6H16N2 in the gas phase. Source: the OMol25 dataset; level of theory: ωB97M-V/def2-TZVPD.

Each line ends with the natural charge from an NBO analysis.
Positions of all 24 atoms, in Å:
C -2.5155 -0.2032 1.3760  -0.409
N -1.2287 -0.5668 1.8651  -0.664
C -0.1834 -0.5637 0.8874  -0.061
C 1.1591 -0.3573 1.5689  -0.616
C -0.3288 0.4822 -0.2631  -0.271
N 0.3009 0.2863 -1.6924  -0.439
C 1.1809 1.4602 -1.9361  -0.413
C 1.0857 -0.9428 -1.8667  -0.425
H -3.2216 -0.9563 2.1335  0.175
H -2.7156 -0.5477 0.3227  0.213
H -2.7336 0.8396 1.6340  0.187
H -1.0402 -0.2150 2.8192  0.369
H -0.4626 -1.6127 0.4250  0.186
H 1.9631 -0.2148 0.8564  0.214
H 1.1281 0.5987 2.1029  0.204
H 1.4346 -0.9856 2.3470  0.217
H -1.3399 0.6496 -0.6439  0.213
H -0.2079 1.5817 0.0726  0.182
H 0.7358 2.3069 -1.3720  0.203
H 2.1747 1.2455 -1.4783  0.165
H 1.2313 1.4824 -3.2030  0.198
H 0.9731 -1.1538 -2.9454  0.197
H 2.0844 -0.8884 -1.6221  0.170
H 0.5259 -1.7249 -1.3878  0.204

## Properties
**LUMO energy**: 1.1 eV
**Net charge**: 0
**Frontier orbital gap**: 0.33398 Eh
**HOMO level**: -8.03 eV